Record 1
{"formula": "C46H90F12O23", "method": "ωB97M-V/def2-TZVPD", "species": ["C", "C", "O", "C", "O", "C", "F", "F", "F", "H", "H", "H", "H", "H", "C", "C", "O", "C", "O", "C", "F", "F", "F", "H", "H", "H", "H", "H", "C", "C", "O", "C", "O", "C", "F", "F", "F", "H", "H", "H", "H", "H", "C", "C", "O", "C", "O", "C", "F", "F", "F", "H", "H", "H", "H", "H", "C", "O", "C", "C", "O", "C", "C", "O", "C", "H", "H", "H", "H", "H", "H", "H", "H", "H", "H", "H", "H", "H", "H", "C", "O", "C", "C", "O", "C", "C", "O", "C", "H", "H", "H", "H", "H", "H", "H", "H", "H", "H", "H", "H", "H", "H", "C", "O", "C", "C", "O", "C", "C", "O", "C", "H", "H", "H", "H", "H", "H", "H", "H", "H", "H", "H", "H", "H", "H", "C", "O", "C", "C", "O", "C", "C", "O", "C", "H", "H", "H", "H", "H", "H", "H", "H", "H", "H", "H", "H", "H", "H", "C", "O", "C", "C", "O", "C", "C", "O", "C", "H", "H", "H", "H", "H", "H", "H", "H", "H", "H", "H", "H", "H", "H"], "xyz": [[-4.32, -4.15, -13.73], [-5.37, -4.59, -14.75], [-5.67, -3.46, -15.58], [-6.87, -3.49, -16.26], [-7.64, -4.47, -16.31], [-7.20, -2.25, -17.06], [-6.43, -1.23, -16.61], [-7.05, -2.37, -18.36], [-8.45, -1.91, -16.75], [-3.41, -3.91, -14.28], [-3.96, -5.02, -13.18], [-4.65, -3.24, -13.23], [-6.28, -4.89, -14.23], [-4.98, -5.47, -15.26], [-2.36, -3.94, 10.26], [-1.57, -3.66, 11.60], [-0.32, -3.03, 11.31], [0.60, -3.00, 12.38], [0.40, -3.39, 13.54], [1.95, -2.29, 12.00], [2.92, -3.20, 11.96], [1.86, -1.81, 10.73], [2.31, -1.35, 12.79], [-3.09, -4.70, 10.50], [-1.62, -4.18, 9.50], [-2.85, -3.05, 9.85], [-1.43, -4.69, 11.94], [-2.14, -3.11, 12.36], [7.72, -7.03, 6.40], [6.53, -6.97, 5.42], [6.74, -7.61, 4.20], [6.71, -8.91, 4.02], [6.57, -9.67, 5.02], [7.14, -9.39, 2.67], [7.72, -8.46, 1.89], [8.01, -10.43, 2.77], [6.14, -9.91, 1.97], [7.75, -6.18, 7.08], [8.67, -7.23, 5.91], [7.64, -7.89, 7.08], [6.32, -5.93, 5.15], [5.68, -7.43, 5.92], [1.15, -13.76, 7.96], [0.15, -12.76, 8.36], [-0.53, -12.32, 7.26], [-1.61, -11.42, 7.24], [-2.02, -10.83, 8.24], [-1.96, -11.10, 5.76], [-1.47, -11.92, 4.89], [-3.27, -11.03, 5.50], [-1.57, -9.84, 5.67], [0.72, -14.68, 7.55], [1.76, -14.16, 8.78], [1.81, -13.47, 7.15], [0.54, -11.92, 8.93], [-0.54, -13.32, 9.00], [2.36, -4.22, -8.48], [3.79, -4.39, -8.26], [4.43, -3.21, -7.80], [4.59, -2.05, -8.82], [3.40, -1.32, -9.15], [3.51, -0.59, -10.35], [2.15, -0.23, -10.81], [1.38, 0.41, -9.78], [0.29, 1.13, -10.13], [2.04, -5.04, -9.13], [2.23, -3.33, -9.10], [1.73, -4.25, -7.60], [5.47, -3.36, -7.49], [3.96, -2.94, -6.86], [4.87, -2.57, -9.74], [5.36, -1.33, -8.57], [4.01, -1.07, -11.19], [3.95, 0.39, -10.15], [1.53, -1.12, -10.88], [2.08, 0.29, -11.77], [0.49, 2.04, -10.69], [-0.36, 1.26, -9.26], [-0.38, 0.57, -10.77], [1.89, 8.93, 3.05], [2.41, 7.57, 2.80], [3.23, 7.20, 3.98], [4.11, 5.94, 3.77], [5.45, 6.24, 3.25], [5.69, 6.79, 1.98], [5.27, 5.99, 0.71], [5.55, 4.53, 0.76], [6.91, 4.33, 0.58], [1.47, 9.16, 2.07], [2.65, 9.69, 3.20], [1.02, 9.06, 3.70], [2.52, 7.11, 4.80], [3.94, 7.97, 4.29], [3.82, 5.05, 3.21], [4.29, 5.54, 4.77], [6.74, 7.05, 1.86], [5.10, 7.71, 1.98], [5.53, 6.53, -0.20], [4.19, 5.98, 0.64], [7.47, 4.70, 1.44], [7.18, 4.45, -0.47], [6.97, 3.26, 0.81], [-4.49, 7.34, -5.54], [-3.61, 8.26, -4.90], [-2.69, 7.79, -3.88], [-1.66, 6.87, -4.47], [-0.71, 7.48, -5.39], [-1.28, 7.92, -6.62], [-0.12, 8.46, -7.35], [-0.58, 8.97, -8.57], [0.42, 9.70, -9.15], [-5.31, 7.08, -4.87], [-3.93, 6.44, -5.81], [-4.73, 7.81, -6.49], [-3.26, 7.34, -3.07], [-2.16, 8.72, -3.63], [-2.08, 5.91, -4.78], [-1.08, 6.52, -3.61], [-2.06, 8.68, -6.73], [-1.46, 7.03, -7.22], [0.64, 7.71, -7.58], [0.26, 9.22, -6.68], [1.42, 9.27, -9.07], [0.25, 10.73, -8.82], [0.27, 9.63, -10.23], [-2.20, -1.16, -4.05], [-1.12, -1.44, -3.16], [0.07, -0.71, -2.92], [0.74, -0.92, -1.57], [-0.15, -0.99, -0.48], [-0.52, 0.18, -0.01], [-1.38, 0.01, 1.31], [-0.56, -0.44, 2.39], [-0.07, -1.73, 2.45], [-3.07, -1.80, -3.91], [-1.73, -1.38, -5.01], [-2.43, -0.09, -4.04], [-0.12, 0.36, -3.05], [0.68, -0.99, -3.78], [1.45, -0.10, -1.43], [1.14, -1.93, -1.63], [-1.11, 0.65, -0.79], [0.36, 0.78, 0.21], [-2.26, -0.63, 1.20], [-1.93, 0.91, 1.61], [0.73, -1.77, 1.71], [-0.71, -2.57, 2.18], [0.38, -1.96, 3.43], [-6.89, 3.35, 7.38], [-6.82, 4.79, 6.91], [-6.38, 5.64, 7.97], [-4.93, 5.95, 7.91], [-3.98, 4.99, 8.51], [-4.01, 4.95, 9.92], [-3.42, 3.57, 10.33], [-3.59, 3.02, 11.62], [-4.96, 2.87, 12.11], [-6.69, 2.61, 6.61], [-7.86, 3.21, 7.84], [-6.22, 3.11, 8.21], [-6.58, 5.20, 8.95], [-7.00, 6.53, 7.89], [-4.72, 6.96, 8.27], [-4.64, 6.02, 6.86], [-5.02, 5.05, 10.32], [-3.40, 5.72, 10.37], [-2.34, 3.58, 10.21], [-3.79, 2.79, 9.66], [-5.60, 2.35, 11.41], [-5.51, 3.79, 12.32], [-5.02, 2.34, 13.06]], "lowdin_charge": [-0.0650, -0.2209, 0.0135, -0.3020, 0.1318, -0.5721, 0.1484, 0.2018, 0.1738, 0.0738, 0.0824, 0.0843, 0.1221, 0.1280, -0.0505, -0.2071, -0.0098, -0.2580, 0.1244, -0.5835, 0.1583, 0.1333, 0.2356, 0.0745, 0.0759, 0.0659, 0.1157, 0.1254, -0.0530, -0.1997, 0.0317, -0.3293, 0.1110, -0.5320, 0.1608, 0.1492, 0.1753, 0.0773, 0.0831, 0.0711, 0.1278, 0.1266, -0.0781, -0.2863, -0.0088, -0.2578, 0.1467, -0.5965, 0.2169, 0.1600, 0.1818, 0.0824, 0.0863, 0.0843, 0.1365, 0.1326, -0.0649, -0.1827, -0.2030, -0.1606, -0.1469, -0.2159, -0.1904, -0.1807, -0.1639, 0.0825, 0.0713, 0.0868, 0.1191, 0.1207, 0.1207, 0.1253, 0.1325, 0.1312, 0.1270, 0.1301, 0.0890, 0.0930, 0.0796, -0.1027, -0.1970, -0.1674, -0.1271, -0.1626, -0.2023, -0.1501, -0.1900, -0.1525, 0.0777, 0.0827, 0.0810, 0.1162, 0.1184, 0.1259, 0.1182, 0.1173, 0.1123, 0.1191, 0.1097, 0.0924, 0.0947, 0.0860, -0.1015, -0.2391, -0.1580, -0.1862, -0.1095, -0.2023, -0.2535, -0.1663, -0.1492, 0.0864, 0.0695, 0.0937, 0.1257, 0.1319, 0.1146, 0.1215, 0.1377, 0.1352, 0.1362, 0.1357, 0.0915, 0.0985, 0.0875, -0.0806, -0.2104, -0.2034, -0.1506, -0.1354, -0.2550, -0.1352, -0.1841, -0.1324, 0.0877, 0.0797, 0.0814, 0.1127, 0.1245, 0.1307, 0.1326, 0.1236, 0.1290, 0.1181, 0.1162, 0.0754, 0.0888, 0.0866, -0.0439, -0.1753, -0.2339, -0.1598, -0.1400, -0.1952, -0.1983, -0.1819, -0.0870, 0.0830, 0.0786, 0.0634, 0.1078, 0.1297, 0.1222, 0.1296, 0.1006, 0.1242, 0.1266, 0.1169, 0.0786, 0.0722, 0.0819], "fmax_ha_per_bohr": 0.133, "orbital_gap_ev": 9.554, "total_energy_ev": -128847.9443, "homo_energy_ev": -9.145, "smiles": "CCOC(=O)C(F)(F)F.CCOC(=O)C(F)(F)F.CCOC(=O)C(F)(F)F.CCOC(=O)C(F)(F)F.COCCOCCOC.COCCOCCOC.COCCOCCOC.COCCOCCOC.COCCOCCOC", "e_above_lowest_kj_mol": 763.2}

Record 2
{"formula": "C31H37ClIN4O5PbSi", "method": "ωB97M-V/def2-TZVPD", "species": ["Pb", "Cl", "C", "C", "C", "I", "C", "O", "C", "N", "C", "C", "C", "C", "H", "H", "H", "H", "C", "Si", "C", "C", "N", "C", "C", "C", "C", "C", "C", "H", "H", "H", "H", "H", "H", "H", "H", "H", "H", "H", "H", "H", "H", "C", "C", "C", "C", "C", "C", "C", "O", "C", "C", "C", "H", "H", "H", "H", "H", "H", "H", "H", "H", "H", "H", "H", "N", "C", "N", "O", "H", "H", "H", "H", "C", "C", "O", "O", "H", "H", "H"], "xyz": [[-0.64, -0.75, -0.29], [-3.89, 5.71, 0.95], [-3.38, 4.04, 1.08], [-3.75, 3.32, 2.18], [-3.38, 1.98, 2.28], [-3.98, 0.85, 3.94], [-2.61, 1.30, 1.32], [-2.27, 0.07, 1.42], [-2.21, 2.11, 0.19], [-1.44, 1.51, -0.74], [-1.03, 2.17, -1.80], [-1.39, 3.51, -2.02], [-2.17, 4.15, -1.10], [-2.60, 3.46, 0.05], [-4.34, 3.78, 2.96], [-0.40, 1.63, -2.49], [-1.04, 4.01, -2.91], [-2.46, 5.18, -1.24], [1.42, -2.76, -2.61], [0.64, -1.29, -3.54], [0.53, -1.84, -5.36], [1.93, 0.10, -3.54], [-0.80, -0.87, -2.71], [-2.01, -0.52, -3.25], [-2.18, -0.05, -4.57], [-3.42, 0.32, -5.07], [-4.55, 0.26, -4.27], [-4.42, -0.19, -2.96], [-3.19, -0.58, -2.47], [2.47, -2.88, -2.87], [0.90, -3.69, -2.83], [1.36, -2.60, -1.53], [1.43, -2.40, -5.63], [0.46, -0.99, -6.03], [-0.34, -2.48, -5.55], [2.86, -0.21, -4.02], [2.15, 0.38, -2.51], [1.57, 0.99, -4.06], [-1.30, 0.02, -5.21], [-3.50, 0.67, -6.09], [-5.52, 0.55, -4.66], [-5.29, -0.26, -2.32], [-3.12, -0.96, -1.46], [4.02, 2.63, 4.38], [3.06, 1.48, 4.23], [3.40, 0.37, 3.47], [2.51, -0.67, 3.25], [2.98, -1.85, 2.45], [1.21, -0.58, 3.82], [0.15, -1.53, 3.48], [0.21, -2.39, 2.61], [0.90, 0.49, 4.68], [-0.40, 0.56, 5.44], [1.82, 1.50, 4.85], [5.05, 2.30, 4.20], [3.96, 3.06, 5.38], [3.78, 3.40, 3.65], [4.38, 0.31, 3.01], [4.07, -1.86, 2.41], [2.60, -1.78, 1.44], [2.62, -2.79, 2.87], [-0.79, -1.39, 4.02], [-1.24, 0.79, 4.77], [-0.34, 1.35, 6.19], [-0.62, -0.37, 5.95], [1.57, 2.34, 5.49], [0.31, -6.09, -1.07], [-0.39, -5.22, -0.25], [0.12, -5.10, 1.02], [-1.42, -4.69, -0.62], [1.29, -6.26, -0.89], [0.05, -6.04, -2.04], [1.08, -5.34, 1.18], [-0.21, -4.30, 1.55], [3.38, 1.70, 0.02], [1.88, 1.41, 0.14], [1.13, 2.32, 0.47], [1.56, 0.19, -0.15], [3.70, 2.32, 0.85], [3.55, 2.25, -0.91], [3.95, 0.76, -0.01]], "lowdin_charge": [1.4695, 0.6407, -0.6216, -0.1933, -0.6220, 0.9039, -0.4803, -0.2834, -0.1383, 0.0194, -0.1171, -0.0244, -0.0156, -0.1662, 0.0865, 0.1010, 0.1059, 0.0849, -0.1793, 0.3579, -0.1931, -0.1745, -0.2229, -0.4118, -0.0619, -0.1173, -0.1354, -0.1047, -0.0753, 0.0256, 0.0118, -0.0112, 0.0202, 0.0125, 0.0271, 0.0240, -0.0009, 0.0225, 0.0763, 0.0916, 0.0837, 0.0981, 0.0719, -0.0469, -0.2539, -0.0164, -0.1805, -0.0357, -0.0950, -0.1879, -0.0212, -0.1927, -0.0644, -0.0073, 0.0739, 0.0750, 0.0860, 0.1159, 0.0770, 0.0764, 0.0754, 0.1187, -0.0044, 0.0767, 0.0832, 0.1163, 0.1325, -0.6872, 0.1605, 0.0248, 0.0815, 0.0893, 0.0880, 0.0694, -0.0188, -0.7214, 0.0069, -0.2769, 0.0599, 0.0724, 0.0663], "charge": -1, "fmax_ha_per_bohr": 0.010, "orbital_gap_ev": 6.848, "total_energy_ev": -82701.1520, "homo_energy_ev": -4.578, "e_above_lowest_kj_mol": 59.4}

Record 3
{"formula": "C3H8NOP", "method": "ωB97M-V/def2-TZVPD", "species": ["C", "C", "C", "N", "O", "P", "H", "H", "H", "H", "H", "H", "H", "H"], "xyz": [[0.31, 1.86, -0.35], [1.59, -0.03, 0.53], [-1.08, -1.73, -0.22], [0.35, 0.63, 0.01], [-2.28, 0.73, -0.15], [-1.30, -0.01, 0.62], [1.17, 2.50, -0.39], [-0.56, 2.47, -0.47], [2.34, -0.11, -0.24], [1.88, 0.64, 1.27], [1.11, -0.99, 0.70], [-2.06, -2.02, -0.31], [-0.87, -1.42, -1.17], [-0.60, -2.52, 0.16]], "lowdin_charge": [0.0154, -0.0299, -0.2205, -0.2969, -0.4803, 0.6514, 0.0885, 0.0775, 0.0908, 0.0719, 0.0584, -0.0079, -0.0018, -0.0165], "fmax_ha_per_bohr": 0.087, "orbital_gap_ev": [7.224, 7.222], "total_energy_ev": -16065.0362, "homo_energy_ev": [-7.405, -7.404], "e_above_lowest_kj_mol": 194.7}